# C25H21F6GeN3O5PdS2

A molecular structure, C25H21F6GeN3O5PdS2 in a non-equilibrium geometry (ωB97M-V/def2-TZVPD, OMol25).

Values from the calculation:
- HOMO level (spin up / spin down): -16.86 / -16.85 eV
- ⟨S²⟩: 1.138
- M: 800.6 g mol⁻¹
- E: -138914.48353 eV

Structure (ORCA input):
```
! RIJCOSX wB97M-V def2-TZVPD def2/J DEFGRID3
* xyz 3 2
Pd 0.9326 -1.0424 -1.3565
F 2.5482 3.5517 -0.7935
C 2.6776 2.2598 -0.8916
F 2.5810 1.8584 -2.1507
F 3.8119 1.8382 -0.3731
S 1.2997 1.4522 0.1253
O 1.7944 0.1355 0.5319
O 0.8227 2.3553 1.1000
N 0.2110 1.1395 -1.0972
S -1.2252 0.6254 -0.7080
O -1.0125 -0.8493 -0.3469
O -2.0342 1.3383 0.2032
C -2.0506 0.5199 -2.3843
F -3.2338 -0.0176 -2.1778
F -2.1339 1.7203 -2.8802
F -1.3186 -0.2725 -3.1648
C -0.8602 -0.1963 2.7423
Ge -1.3439 -1.6713 1.6157
C -0.2510 -3.2186 1.4098
C 1.0274 -3.2399 0.8556
C 1.7793 -4.4011 0.8593
C 1.2731 -5.5500 1.4622
C 0.0171 -5.5353 2.0484
C -0.7533 -4.3809 2.0143
C -3.2885 -1.8973 1.4564
C -4.0376 -1.0735 2.3057
C -5.4198 -1.1478 2.3769
C -6.1045 -2.0596 1.5746
C -5.3981 -2.8919 0.6986
C -6.0959 -3.8170 -0.1117
C -5.4153 -4.6662 -0.9965
C -4.0422 -4.5925 -1.0796
C -3.3285 -3.6815 -0.2847
C -3.9772 -2.8184 0.6265
H -1.0986 -0.5052 3.7653
H -1.4152 0.7072 2.5012
H 0.2077 -0.0041 2.6891
H 1.4844 -2.3269 0.4714
H 2.7691 -4.4147 0.4240
H 1.8692 -6.4524 1.4854
H -0.3659 -6.4240 2.5322
H -1.7410 -4.3970 2.4629
H -3.5366 -0.3562 2.9441
H -5.9662 -0.5057 3.0545
H -7.1847 -2.1231 1.6244
H -7.1761 -3.8682 -0.0423
H -5.9712 -5.3669 -1.6046
H -3.5036 -5.2410 -1.7575
H -2.2508 -3.6565 -0.3736
N 6.9146 -1.6767 -5.0493
C 5.7375 -2.3183 -5.0827
O 5.4628 -3.2804 -5.7604
C 4.6451 -1.8277 -4.1445
C 3.3432 -1.8235 -4.6428
C 2.3043 -1.5174 -3.7982
N 2.5288 -1.2759 -2.4924
C 3.7746 -1.2476 -1.9959
C 4.8584 -1.5247 -2.8042
H 7.6431 -1.9928 -5.6730
H 7.0479 -0.8027 -4.5713
H 3.1554 -2.0753 -5.6778
H 1.2765 -1.4807 -4.1434
H 3.8802 -1.0178 -0.9424
H 5.8514 -1.5267 -2.3747
*
```

Löwdin population analysis, charges in e, atoms 1 to 4: number 1, Pd, carries 1.050; number 2, F, carries 0.226; number 3, C, carries -0.681; number 4, F, carries 0.157